A molecular structure, C7H9O4PSc. Source: the OMol25 dataset; level of theory: ωB97M-V with the def2-TZVPD basis set.

Output
Frontier orbital gap (eV): 7.3642
Net charge: +3
Relative energy (zero: lowest compared OMol25 entry of this formula, charge and spin) (kJ/mol): 42.8

Geometry as XYZ:
```
22
C7H9O4PSc (ωB97M-V with the def2-TZVPD basis set)
Sc -0.75 -0.44 1.14
P 0.19 -2.57 -0.24
O 2.74 0.29 1.42
O -1.52 0.12 -2.26
O 2.36 0.74 -2.49
O -0.96 3.03 0.45
C -1.11 -0.05 -1.17
C 1.67 -3.22 -1.04
C 1.73 0.39 -1.61
C 0.19 -3.53 1.37
C 1.63 0.03 1.19
C -0.78 1.91 0.63
C -1.11 -3.53 -1.14
H -0.97 -4.61 -0.94
H 1.74 -2.80 -2.07
H -1.03 -3.34 -2.22
H -2.09 -3.22 -0.81
H 2.58 -2.90 -0.49
H -0.05 -4.56 1.11
H -0.56 -3.10 2.03
H 1.18 -3.46 1.84
H 1.65 -4.34 -1.10
```


2 unconnected molecules or ions with the total composition C7H9OPS. Source: the OMol25 dataset; level of theory: ωB97M-V with the def2-TZVPD basis set.

Output
Frontier orbital gap (alpha / beta) (eV): 7.5856 / 7.5875
Net charge: 0
Relative energy (zero: lowest compared OMol25 entry of this formula, charge and spin) (kJ/mol): 683.1

Geometry as XYZ:
```
19
C7H9OPS (ωB97M-V with the def2-TZVPD basis set)
S -0.19 1.99 0.28
P 0.72 -0.04 0.36
O 1.49 -0.10 -1.03
C -2.06 -0.09 0.05
C 3.29 -0.64 1.41
C -0.93 -0.88 0.06
C 2.77 0.48 -1.29
C -3.37 -0.63 -0.04
C -4.46 -1.05 -0.32
C -1.95 1.43 0.44
H 3.39 -0.51 -1.38
H -2.34 1.55 1.42
H -2.46 2.03 -0.36
H -5.45 -1.52 -0.41
H 3.50 -0.31 2.43
H -0.99 -1.90 -0.35
H 2.70 0.91 -2.34
H 3.28 1.07 -0.48
H 3.07 -1.78 1.55
```


A molecular structure, C80H174F2N11O8S2. Source: the OMol25 dataset; level of theory: ωB97M-V with the def2-TZVPD basis set.

Output
Frontier orbital gap (eV): 5.9001
Net charge: +9
Relative energy (zero: lowest compared OMol25 entry of this formula, charge and spin) (kJ/mol): 0.0

Geometry as XYZ:
```
277
C80H174F2N11O8S2 (ωB97M-V with the def2-TZVPD basis set)
S -1.41 -1.49 0.88
S -0.23 0.86 0.34
F -1.64 -0.82 2.24
F -1.82 1.40 0.35
O 6.47 1.81 -5.04
O 0.17 1.18 1.69
O 4.54 -4.22 0.41
O 0.42 1.55 -0.70
O -2.72 -1.72 0.23
O -7.25 -8.63 1.51
O -0.63 -2.60 1.28
O 0.55 -6.88 9.25
N -0.35 -0.60 0.01
N -6.80 2.20 -1.90
N 8.45 2.61 -7.39
N -5.31 8.99 6.06
N 6.72 -6.33 0.68
N -0.32 6.00 -7.01
N -0.32 -4.38 -5.36
N 6.28 5.40 8.15
N -7.10 -5.61 1.46
N 1.95 -5.28 6.94
N 0.63 2.46 5.23
C -4.25 -0.30 -3.35
C -4.20 5.99 3.88
C -2.85 5.28 3.62
C -5.32 7.82 5.21
C -7.69 -4.20 3.48
C 3.93 5.07 8.22
C 8.67 4.10 -7.56
C 5.89 -3.87 0.26
C -0.55 1.77 4.59
C -4.43 10.13 5.54
C 5.19 4.19 6.41
C 3.48 -3.84 8.63
C 7.11 2.24 -7.89
C 6.75 -4.83 1.06
C 1.34 -6.73 7.00
C -4.70 8.79 7.48
C -8.09 -7.90 0.72
C -0.61 -5.93 -7.42
C 1.68 3.22 7.17
C 10.88 2.08 -8.07
C 0.41 4.93 -7.83
C 8.03 -7.00 1.04
C 3.97 4.34 7.01
C 0.96 -7.84 -7.90
C -0.50 -7.39 -7.82
C 6.49 -6.41 -0.80
C -5.28 0.85 -3.50
C -5.86 -6.07 2.19
C -6.42 3.46 -2.61
C 7.56 5.97 8.72
C 5.13 -8.32 1.00
C -7.01 -10.00 1.19
C 0.17 -6.94 7.91
C 7.50 2.79 -5.05
C 0.60 -4.13 -4.23
C -3.23 9.02 7.29
C 3.08 -5.18 5.84
C 8.60 4.60 -8.98
C 8.47 -6.72 2.48
C -3.08 9.96 6.09
C 8.62 2.30 -5.95
C 2.73 3.75 6.41
C -4.01 7.25 4.75
C 0.87 -4.21 6.75
C -7.74 -4.98 -1.04
C -1.88 5.87 -7.12
C -4.02 -0.88 -4.80
C -7.61 -4.28 1.97
C 0.46 -2.63 -3.92
C 2.62 3.67 5.00
C -6.67 9.45 6.18
C 6.36 4.74 6.98
C 0.05 7.27 -7.68
C 1.58 2.93 4.40
C 2.71 -5.11 8.32
C -0.85 6.86 -4.74
C -0.05 -3.22 -6.29
C 0.63 2.55 6.56
C 0.05 -4.28 5.50
C 0.62 5.48 -9.24
C 0.01 5.88 -5.58
C -8.12 1.71 -2.37
C 5.54 -6.93 1.45
C -1.49 8.12 -2.59
C -8.46 2.98 -0.39
C 0.25 7.01 -9.23
C 9.43 1.71 -8.21
C -0.49 -7.59 9.99
C -5.72 1.17 -2.03
C -1.70 -4.40 -4.88
C 3.60 -3.24 0.15
C -0.44 7.13 -3.28
C 5.09 5.59 8.77
C -0.03 -2.04 -5.30
C 5.47 2.03 -3.99
C -6.71 -5.45 -0.01
C -6.95 2.64 -0.45
C 0.00 -5.71 -6.04
C -8.27 -6.62 1.50
C -9.06 1.80 -1.15
H -6.17 -6.30 -0.39
H 3.03 -2.85 8.59
H 8.38 5.40 8.27
H 0.31 -4.20 7.68
H -6.79 -4.38 4.02
H 1.45 -2.30 -3.52
H -2.36 4.98 4.54
H 6.45 -7.42 -1.16
H -0.77 -8.48 9.53
H -4.89 1.65 -1.50
H 1.27 4.73 -7.23
H -6.95 -3.45 1.67
H -1.46 2.34 4.95
H 7.10 3.73 -5.37
H -0.61 8.10 -7.51
H -0.18 4.06 -7.88
H -8.48 2.44 -3.07
H 6.01 -8.95 0.90
H 1.95 -5.31 9.08
H -8.04 -3.16 3.74
H -1.63 -5.62 -7.45
H 6.27 -3.91 -0.78
H -0.10 -7.97 7.66
H -3.18 -1.64 -4.75
H -3.27 0.02 -2.94
H 6.40 2.93 -7.43
H -6.15 -6.50 3.13
H 3.35 -5.97 8.43
H 1.06 7.58 -7.30
H 11.19 2.11 -7.04
H -6.13 0.52 -4.06
H -8.64 -4.21 1.65
H 3.74 -4.07 9.68
H 7.12 2.32 -8.99
H -2.41 7.60 -2.32
H 3.50 3.98 4.40
H 2.66 -5.49 4.88
H 4.67 -8.29 -0.05
H 3.85 -5.87 6.14
H -5.32 -5.13 2.42
H -2.18 4.94 -6.69
H 3.75 -2.31 0.75
H -0.56 0.80 5.12
H 6.03 -2.87 0.64
H 3.31 -4.11 5.93
H 9.53 -6.95 2.64
H -1.32 -6.90 10.04
H -7.85 -10.66 1.53
H 1.61 5.23 -9.65
H 2.09 -7.41 7.34
H -4.85 11.04 5.97
H 11.14 3.08 -8.41
H 7.32 -5.89 -1.34
H 4.38 -8.85 1.61
H -8.41 -4.82 3.97
H 8.86 5.67 -8.94
H 1.04 7.64 -9.66
H 4.44 -3.75 8.02
H -5.31 -6.75 1.54
H 1.47 -7.16 -8.56
H -0.74 -6.36 7.77
H -8.74 3.94 -0.87
H -6.90 -10.06 0.10
H 7.35 4.78 6.54
H 2.64 -3.62 0.51
H 0.37 -4.78 -3.37
H -9.10 -6.00 1.19
H 6.75 1.29 -7.64
H 1.07 -6.92 5.96
H -8.79 2.95 0.66
H -7.01 9.98 5.28
H -6.62 1.77 0.11
H -5.90 -4.75 -0.01
H 9.30 4.14 -9.68
H 4.84 1.14 -3.97
H -7.66 -7.95 -0.29
H 7.94 4.61 -6.94
H 1.07 -5.66 -6.08
H -1.78 8.93 -3.25
H 2.94 5.24 8.76
H 9.66 4.30 -7.16
H -0.39 6.18 -2.68
H 9.37 0.68 -7.98
H -0.05 4.95 -9.89
H -1.88 6.51 -4.79
H -2.06 5.87 -8.17
H 8.75 -6.60 0.29
H 8.44 -5.65 2.77
H -0.63 7.14 -9.88
H -6.06 0.24 -1.52
H 6.49 -4.83 2.12
H -8.03 0.72 -2.74
H -0.54 1.70 3.48
H -6.00 7.10 5.69
H -0.21 4.84 -5.29
H -4.65 6.36 2.92
H 1.60 -4.41 -4.60
H 0.57 -4.12 4.56
H -1.05 -1.62 -5.23
H -5.15 9.49 8.16
H -3.43 6.94 5.62
H -4.80 1.66 -4.02
H -4.83 5.18 4.33
H -6.52 3.39 -3.68
H 0.91 -3.41 -6.75
H -4.84 -1.41 -5.28
H 5.77 -6.95 2.50
H -0.89 -3.22 -7.03
H 5.27 3.69 5.45
H -0.11 -5.23 -8.06
H -0.13 -7.76 11.03
H -0.28 2.25 7.04
H 4.77 -6.18 1.37
H -5.39 3.65 -2.28
H 1.32 2.82 3.32
H 1.46 -7.75 -6.92
H -7.06 4.32 -2.40
H -0.72 -3.50 5.53
H -8.19 -4.03 -0.74
H 7.49 6.98 8.41
H 7.59 5.79 9.79
H -0.22 -2.44 -3.09
H -7.30 8.58 6.41
H -2.89 9.55 8.18
H 5.49 -5.98 -0.99
H -10.07 2.05 -1.45
H 5.04 6.20 9.70
H 3.56 -2.94 -0.90
H -8.51 -6.93 2.53
H -4.56 10.15 4.47
H -2.42 9.52 5.35
H -1.10 -7.93 -7.09
H -3.01 4.41 2.99
H -6.11 -10.28 1.73
H -0.31 -6.58 -5.40
H 7.81 -4.51 0.97
H 7.98 2.96 -4.08
H 9.09 1.92 -9.24
H 7.91 -7.38 3.14
H 7.85 -8.06 0.89
H 9.55 2.84 -5.70
H -6.27 3.46 -0.26
H -1.78 -3.59 -4.16
H -4.60 -1.15 -2.74
H -3.64 -0.12 -5.47
H -3.43 7.91 4.16
H 11.56 1.40 -8.60
H 0.53 7.64 -3.29
H 4.80 2.85 -4.28
H -2.20 6.03 3.18
H 0.57 -1.22 -5.71
H 0.93 -8.87 -8.26
H -0.50 -5.21 5.43
H -2.45 -4.26 -5.63
H 1.49 -3.29 6.68
H -0.71 7.82 -5.21
H -9.11 0.81 -0.66
H 1.65 3.26 8.26
H -1.02 8.42 -1.68
H -1.93 -5.31 -4.29
H -6.68 10.20 6.97
H -2.69 10.91 6.45
H 7.59 4.57 -9.40
H 6.01 2.14 -3.05
H -7.19 -4.88 -2.00
H -2.40 6.74 -6.74
H 1.05 6.15 -5.49
H -5.80 8.03 4.28
H -2.65 8.09 7.23
H -9.13 -8.38 0.70
H 8.73 1.20 -5.84
H -4.84 7.79 7.80
H -8.56 -5.66 -1.23
H -0.96 -7.62 -8.81
```